76
Properties=species:S:1:pos:R:3:forces:R:3:mulliken_spin:R:1 method="wB97M-V/def2-TZVPD" e_homo_ev="-1.68 / -2.12" e_above_lowest_kj_mol=44.6 orbital_gap_ev="5.397 / 5.830" charge=-2 multiplicity=5
C -6.263 -0.056 -2.256 0.0 -0.3 0.9 -0.0012
Cr -0.399 -0.253 1.665 0.3 0.6 -0.7 4.1747
C 4.101 -0.340 -1.979 -0.2 0.7 -1.1 0.0011
H -1.050 0.244 -2.124 -0.3 -0.2 0.1 -0.0028
H -0.460 0.144 -6.383 0.1 0.3 0.2 0.0000
H -0.654 4.413 5.366 0.1 -0.3 0.1 0.0010
H 0.519 5.555 0.643 0.1 0.2 0.0 0.0001
C -1.436 -2.462 3.078 -0.8 -0.5 1.1 -0.0681
H 1.134 2.516 5.522 -0.4 0.4 -0.2 0.0003
N -0.414 1.621 2.696 -0.5 0.5 0.3 -0.0244
C -0.482 -4.538 2.085 0.4 0.7 -0.7 -0.0069
H 4.358 5.132 -1.248 -0.4 0.1 -0.3 0.0001
C -5.418 -2.092 -1.347 0.6 0.8 0.4 0.0012
C 0.320 -5.009 1.002 0.2 0.3 -0.2 0.0316
C 1.690 1.134 -3.904 -1.7 -0.6 -0.4 0.0015
H 1.870 1.055 -6.004 -0.1 0.0 -0.4 0.0000
H 2.658 1.568 -3.791 0.6 0.1 0.1 0.0004
C 1.066 3.615 -0.035 -1.0 1.2 0.2 -0.0007
C -0.103 0.420 -5.389 0.5 -0.3 -0.3 -0.0002
C -5.251 0.600 -1.578 -0.6 1.0 -0.8 -0.0108
O 0.616 0.263 0.019 -0.4 0.1 0.4 -0.1980
C 0.403 2.634 4.715 0.1 -0.3 0.0 -0.0072
C 1.186 0.881 -5.185 0.9 0.4 0.1 -0.0002
H 4.965 -1.825 1.440 -0.3 0.3 -0.7 0.0002
C 0.481 1.623 3.722 -0.1 -0.2 -0.2 0.0199
C 0.740 -4.121 0.033 0.0 -0.8 -0.2 -0.0188
F -5.400 -3.422 -1.192 -0.5 -0.3 -0.3 0.0001
H 0.810 -2.045 -0.610 -0.1 0.0 -0.1 0.0083
C 4.713 -1.414 0.439 0.8 -0.5 1.6 0.0042
C -0.653 -3.116 2.093 -0.2 -1.1 -0.4 0.0208
Br -3.357 -2.559 5.174 0.0 0.0 0.1 0.0013
H 5.830 -1.366 -2.724 -0.1 0.0 0.2 -0.0001
H 1.293 -4.474 -0.845 -0.1 0.1 0.5 -0.0011
C 3.249 -0.001 -0.922 0.5 -0.6 0.1 0.0041
C 1.277 4.990 0.117 0.3 -0.5 -0.2 -0.0002
H -1.914 -0.091 -4.416 -0.5 -0.3 -0.1 0.0000
H 3.884 2.770 -1.598 0.1 0.1 0.1 0.0001
C 3.359 4.756 -1.007 1.2 -0.2 0.3 0.0000
F -5.271 1.935 -1.737 0.1 0.2 0.0 0.0027
C -0.892 0.202 -4.286 -0.8 0.0 0.5 -0.0004
C -0.583 3.609 4.632 1.5 -0.1 1.2 0.0101
F -7.302 -2.122 -2.745 -1.0 -0.5 -0.5 0.0000
C -2.123 -3.343 3.975 0.8 0.0 -0.2 0.0199
N -0.221 -2.260 1.116 0.1 -0.8 0.8 -0.0308
F -7.173 0.668 -2.938 0.0 -0.3 -0.1 0.0002
Br -0.870 -7.214 2.853 -0.3 -0.2 0.6 0.0005
H 2.580 6.619 -0.297 0.3 0.9 0.1 0.0000
S 1.603 0.330 3.695 0.3 0.0 0.3 0.0353
C -1.119 -5.344 3.071 0.5 0.8 -0.4 0.0171
C 1.939 2.804 -0.712 0.7 -1.0 -0.1 0.0077
H -2.217 4.338 3.490 -0.5 0.4 -0.2 -0.0003
H -2.056 2.553 1.820 0.5 -0.2 0.5 -0.0164
H 3.043 -0.402 1.192 -0.5 0.2 0.5 -0.0091
C 3.623 -0.590 0.317 -0.5 0.5 -0.9 0.0085
H 3.956 0.090 -2.995 -0.2 -0.4 0.8 0.0003
C -0.431 0.388 -2.994 1.1 0.3 -0.2 0.0053
O -1.505 -1.197 3.043 -0.6 0.1 0.7 -0.0755
C -4.258 0.012 -0.827 1.0 0.5 0.3 -0.0090
C -1.330 2.586 2.657 -1.1 0.2 -1.0 0.0059
C -4.400 -1.370 -0.739 -0.3 0.2 -0.1 0.0148
H 0.128 3.237 0.335 -0.1 -0.4 0.1 0.0045
C 2.441 5.573 -0.388 -1.2 -0.8 0.3 -0.0001
H -2.459 -5.329 4.743 -0.1 -0.1 0.2 -0.0009
C 0.433 -2.757 0.113 0.6 0.0 -0.5 0.0465
Si 1.573 0.942 -1.022 0.4 0.4 0.0 0.0095
S -2.920 0.959 -0.156 -0.6 -0.7 -0.1 0.0224
C 3.132 3.395 -1.121 0.1 -0.3 -0.7 -0.0021
C -1.904 -4.746 4.031 -0.2 0.8 -0.9 -0.0082
C -6.390 -1.427 -2.082 0.9 0.2 -0.2 -0.0004
F -3.517 -2.043 -0.026 0.6 -0.7 0.4 0.0167
H 0.633 -6.056 0.944 -0.3 0.4 0.0 0.0028
C 5.543 -1.702 -0.625 -0.3 -0.1 -0.4 0.0005
H 6.403 -2.337 -0.544 0.3 -0.3 0.2 0.0000
C -1.453 3.604 3.586 -0.2 -0.6 -0.9 -0.0055
C 0.890 0.823 -2.801 0.4 0.2 0.7 -0.0021
C 5.205 -1.179 -1.850 0.2 0.4 -0.5 0.0000



84
Properties=species:S:1:pos:R:3:forces:R:3:mulliken_spin:R:1 method="wB97M-V/def2-TZVPD" e_homo_ev="-11.88 / -11.88" orbital_gap_ev="9.083 / 3.174" charge=+1 multiplicity=7
H -1.546 0.932 33.092 -0.4 -0.4 0.2 0.0047
O -2.710 -5.715 26.152 0.5 -0.1 -0.1 0.0254
H -4.678 -3.207 27.536 0.5 -0.1 -0.5 0.0104
H -4.672 1.309 26.046 -0.3 0.4 -0.2 0.0000
H -0.039 -2.170 29.955 -0.9 0.2 -0.5 0.0242
C 1.092 -0.544 29.637 0.8 0.0 0.2 0.0134
O -2.840 -0.625 28.209 1.3 -0.8 1.1 -0.0062
H -2.031 -1.208 31.322 -0.2 -0.9 -1.4 0.0214
O -3.817 -0.488 25.829 0.6 -1.1 -1.0 0.0003
H -5.909 -3.415 29.375 0.1 -0.2 0.1 -0.0002
O -1.923 -0.890 32.222 0.8 1.9 0.5 0.4763
H -3.489 -0.408 26.727 0.1 -0.1 0.1 -0.0003
H -2.030 3.283 28.024 0.3 0.5 0.1 0.0003
C -0.630 0.356 25.275 0.5 -0.1 -0.2 -0.0019
C -3.019 -3.243 23.743 0.9 -0.4 -0.4 0.0044
O -1.710 -2.126 29.836 -0.4 1.4 0.5 0.0069
H -2.414 1.018 28.788 -0.3 -0.2 0.0 0.0003
O -2.875 -3.063 27.959 -2.9 0.1 1.3 -0.0056
H -2.055 -7.030 29.166 0.1 0.1 0.0 -0.0036
H 0.952 -5.797 28.133 -0.6 -0.6 -0.3 -0.0037
H -7.282 -3.758 28.329 -0.1 0.5 -0.1 -0.0001
O -5.336 0.143 29.310 0.2 0.2 -0.9 0.0087
H -1.950 -3.569 30.653 0.2 0.1 0.0 -0.0078
O -2.297 -4.366 31.060 1.4 -1.0 -0.4 0.0001
H 1.479 -8.021 31.644 0.1 -0.1 0.3 0.0000
H -3.823 -3.132 31.037 -1.0 0.0 0.6 -0.0035
H -0.893 0.878 31.552 0.4 -0.6 -1.1 0.0570
H 2.048 -0.170 30.003 0.1 -0.5 0.1 0.0009
H 1.368 -5.727 30.745 0.5 -0.4 -0.3 0.0013
H -1.542 -7.443 25.547 0.4 0.5 0.1 -0.0002
H -2.555 -4.188 23.461 0.0 0.0 0.1 -0.0034
H -2.623 0.990 31.660 -0.2 0.0 -0.5 0.0517
H -1.679 -4.896 29.239 -0.1 0.7 0.4 0.0355
H -3.814 -6.980 27.484 -0.1 0.1 -0.5 0.0030
C -3.680 -4.213 31.060 -0.4 0.3 0.2 0.0029
C 0.469 -8.196 31.272 0.6 -0.1 0.3 0.0000
H 1.144 -0.506 28.549 -0.3 -0.3 -0.3 0.0335
H -5.399 0.318 24.756 0.3 -0.2 0.0 0.0000
N -1.184 -5.215 28.418 3.1 -2.4 0.6 -0.1071
C 0.466 -6.075 30.242 -1.3 -0.1 -0.5 0.0048
S -2.119 -1.880 28.440 -2.8 -1.6 -0.3 -0.0474
H -0.344 -5.704 30.870 -0.2 -0.1 0.3 -0.0019
H -0.134 1.184 24.768 0.1 -0.2 0.0 0.0000
O -2.506 1.805 29.331 -0.3 -0.4 0.5 0.0035
O -2.819 -3.056 25.153 0.3 -0.8 -0.6 0.0407
H -2.487 -2.465 23.194 -0.1 0.1 0.0 0.0001
H -3.236 -2.221 25.378 -0.5 1.0 0.5 0.0031
H 0.639 -4.382 28.975 0.1 0.2 0.3 0.0170
H -0.885 -0.417 24.550 -0.4 0.2 -0.3 0.0007
H -4.410 0.172 29.057 0.0 0.0 -0.1 0.0006
O 0.340 -7.476 30.062 0.0 0.1 0.0 0.0003
H -4.968 1.176 31.091 -0.2 0.2 0.0 0.0025
O 0.821 -1.809 30.181 1.5 0.9 0.6 0.2778
C -3.098 -6.158 27.472 0.5 -0.8 0.6 -0.0314
H -1.301 3.352 29.693 0.5 0.2 -0.5 0.0003
H -5.011 -0.607 31.175 0.2 -0.2 0.4 0.0000
H -4.046 -3.303 23.385 -0.2 0.2 0.7 0.0017
C -1.553 2.731 28.834 -0.7 -0.4 -0.2 0.0020
H 0.347 -9.269 31.125 0.0 0.2 -0.5 -0.0001
C 0.275 -5.406 28.893 -0.2 1.6 0.0 0.0347
H -5.715 -0.022 26.475 -0.2 -0.2 -0.1 0.0001
H -4.184 -4.594 30.172 0.1 -0.3 -0.1 0.0003
C -1.825 -6.529 28.226 -1.2 -0.2 -0.9 0.0312
H -1.529 0.777 25.727 -0.1 -0.2 0.2 0.0000
H -3.187 -7.370 25.043 -0.2 0.0 0.0 0.0014
H -3.505 -5.315 28.031 -0.5 0.1 -0.7 0.0142
Mn -1.479 -3.957 26.727 -1.0 0.0 -1.0 4.8422
O -0.989 -2.118 27.581 4.5 1.6 -1.5 0.1035
C -1.754 0.510 32.109 0.0 -0.1 2.0 0.0225
H -6.391 -2.121 28.291 -0.9 0.0 0.4 -0.0002
H -2.097 -6.291 24.244 0.3 0.2 0.4 -0.0032
C -4.963 0.299 25.755 -0.8 0.9 0.4 0.0000
H -6.511 0.227 30.860 0.1 0.4 0.6 -0.0003
C -6.346 -3.204 28.399 0.3 0.1 -0.7 -0.0007
H 0.412 0.259 29.920 -1.0 0.0 0.2 0.0269
H -0.179 -0.878 26.717 -0.1 -0.1 0.0 0.0052
C -5.435 0.275 30.694 -0.6 -0.7 0.0 0.0018
H -0.237 -7.907 32.050 -0.2 0.3 -0.1 0.0001
H -4.010 -4.743 31.953 -0.6 0.5 -0.1 -0.0001
O -5.510 -3.631 27.314 -0.2 -0.4 0.6 -0.0003
O 0.292 -0.226 26.193 0.2 0.8 0.1 0.0040
H -0.753 2.136 28.393 0.6 0.5 0.2 -0.0020
H -1.279 -7.223 27.586 0.6 0.2 0.4 -0.0046
C -2.310 -6.746 25.212 -1.4 -0.4 0.1 0.0107



Number 1: electronic energy -258502.7935 eV. Number 2: electronic energy -90728.3082 eV.